No. 1
Computed, not measured: a structure of composition C35H28N6O10S3Sn, with ωB97M-V/def2-TZVPD.

Calculated values
frontier orbital gap: 5.7 eV
ΔE to the lowest compared entry with this formula, charge and spin: 73.2 kJ/mol
net charge: -2
DFT total energy: -104505.2025 eV
HOMO energy: -2.31 eV
E_LUMO: 0.126 Ha

Each line ends with the Löwdin charge.
Cartesian coordinates (Å):
Sn1 0.5286 0.4562 -2.0409  1.23
O1 -4.3625 -3.9448 0.0177  -0.06
C1 -4.3210 -2.5751 -0.3917  -0.21
C2 -3.3334 -2.3806 -1.5047  -0.20
C3 -3.6216 -1.5469 -2.5725  -0.04
C4 -2.6236 -1.2936 -3.5022  -0.15
N1 -1.4077 -1.8165 -3.4346  0.10
C5 -1.1380 -2.6419 -2.4183  -0.23
C6 -2.0735 -2.9546 -1.4414  0.04
C7 0.2572 -3.1546 -2.3214  -0.24
C8 0.5517 -4.3818 -1.7447  0.01
C9 1.8793 -4.7303 -1.5589  -0.21
C10 2.2445 -5.9975 -0.8308  -0.22
O2 1.2953 -6.3518 0.1651  -0.07
C11 2.8597 -3.8491 -1.9927  -0.01
C12 2.4757 -2.6441 -2.5648  -0.10
N2 1.1992 -2.3122 -2.7192  0.08
H1 -4.4766 -3.9640 0.9704  0.08
H2 -4.0102 -1.9350 0.4399  0.09
H3 -5.3135 -2.2490 -0.7177  0.12
H4 -4.5868 -1.0628 -2.6593  0.10
H5 -2.8034 -0.6121 -4.3280  0.11
H6 -1.7983 -3.5604 -0.5898  0.12
H7 -0.2366 -5.0465 -1.4179  0.12
H8 3.2392 -5.8745 -0.3873  0.11
H9 2.2941 -6.8448 -1.5195  0.12
H10 1.0646 -5.5383 0.6339  0.08
H11 3.9111 -4.0552 -1.8294  0.11
H12 3.2068 -1.8920 -2.8438  0.09
O3 4.6040 -0.0091 -2.2333  0.01
C13 3.7107 0.8188 -2.4228  -0.64
O4 2.5961 0.5937 -3.0175  -0.25
C14 3.9670 2.2615 -2.0346  -0.16
C15 5.2165 2.7746 -2.3769  -0.05
C16 5.5516 4.0999 -2.1574  -0.12
C17 4.6131 4.9352 -1.5618  -0.13
C18 3.3777 4.4343 -1.1951  -0.16
C19 3.0208 3.0938 -1.4145  -0.60
S1 1.4516 2.5959 -0.7849  0.54
H13 5.9290 2.0906 -2.8217  0.11
H14 6.5279 4.4756 -2.4412  0.08
H15 4.8460 5.9784 -1.3763  0.08
H16 2.6491 5.0788 -0.7180  0.08
N3 -0.7449 4.1560 4.5218  0.09
C20 -1.2558 3.3122 3.5217  -0.33
C21 -1.1609 3.6635 2.1786  -0.03
C22 -1.6575 2.8249 1.1942  -0.06
C23 -2.2483 1.6217 1.5449  -0.27
C24 -2.3545 1.2663 2.8831  -0.06
C25 -1.8784 2.1127 3.8661  -0.05
S2 -2.8566 0.4915 0.3179  0.55
O5 -2.4515 -0.8177 0.7742  -0.32
O6 -4.2915 0.7120 0.2126  -0.39
N4 -2.0969 0.8666 -1.0184  -0.20
C26 -2.6629 1.6587 -1.9608  -0.74
S3 -4.3878 2.0522 -2.1260  0.99
C27 -4.0193 2.9426 -3.5621  -0.45
C28 -2.6928 2.8890 -3.8101  -0.29
N5 -1.9353 2.1773 -2.9205  -0.01
H17 0.0123 4.7388 4.1986  0.08
H18 -0.4806 3.6589 5.3609  0.06
H19 -0.6523 4.5782 1.8960  0.11
H20 -1.5284 3.0854 0.1521  0.09
H21 -2.7887 0.3088 3.1425  0.11
H22 -1.9433 1.8279 4.9105  0.11
H23 -4.7827 3.4633 -4.1172  0.04
H24 -2.1946 3.3660 -4.6436  0.09
O7 0.5856 -2.6965 0.6813  0.04
C29 0.7555 -1.4819 0.7865  -0.58
O8 0.9431 -0.6224 -0.1284  -0.23
C30 0.8173 -0.8820 2.1868  -0.09
C31 1.3358 0.3954 2.3717  0.01
C32 1.4123 0.9381 3.6424  0.01
C33 0.9477 0.1909 4.7130  -0.18
C34 0.4176 -1.0824 4.5529  0.00
C35 0.3623 -1.6144 3.2781  0.00
N6 0.9932 0.7700 6.0554  -0.35
O9 0.6900 0.0657 7.0040  0.05
O10 1.3254 1.9399 6.1727  0.03
H25 1.6668 0.9576 1.5055  0.08
H26 1.8153 1.9261 3.8091  0.12
H27 0.0600 -1.6255 5.4149  0.11
H28 -0.0360 -2.6034 3.0978  0.12

=====

No. 2
Computed, not measured: the molecule C5H9Cl at a distorted geometry, with ωB97M-V/def2-TZVPD.

Calculated values
frontier orbital gap: 11.3 eV
ΔE to the lowest compared entry with this formula, charge and spin: 74.2 kJ/mol
structure (SMILES): C[C@@H]1CC[C@@H]1Cl
net charge: 0
DFT total energy: -17852.5614 eV
HOMO energy: -10.26 eV
E_LUMO: 0.037 Ha

Each line ends with the Löwdin charge.
Cartesian coordinates (Å):
C1 -1.1341 -1.3793 1.0150  -0.08
C2 -0.2549 -0.1221 1.1337  -0.37
C3 -0.8926 1.2651 0.9474  -0.14
C4 0.3446 1.5965 0.1181  -0.22
C5 0.7998 0.1557 0.0116  -0.64
H1 -1.7889 -1.5547 1.8202  0.05
H2 -0.4547 -2.2508 0.9846  0.08
H3 -1.6854 -1.3931 0.0230  0.08
H4 0.2626 -0.1478 2.0513  0.12
H5 -1.8434 1.3895 0.4668  0.10
H6 -0.9178 1.8393 1.9268  0.12
H7 1.0929 2.2799 0.6411  0.13
H8 0.2104 2.0802 -0.8509  0.10
H9 1.8132 -0.0888 0.2871  0.08
Cl1 0.5961 -0.6617 -1.5709  0.59

=====

No. 3
Computed, not measured: a cluster of 4 separate species, C4H18N2O3S in total at a distorted geometry, with ωB97M-V/def2-TZVPD.

Calculated values
frontier orbital gap: 9.1 eV
ΔE to the lowest compared entry with this formula, charge and spin: 173.1 kJ/mol
structure (SMILES): C[C@H](CS)NCN.O.O.O
net charge: 0
DFT total energy: -24395.9212 eV
HOMO energy: -8.69 eV
E_LUMO: 0.014 Ha

Each line ends with the Löwdin charge.
Cartesian coordinates (Å):
C1 -0.8876 -0.9757 2.3539  -0.06
C2 -0.3039 0.1952 1.4904  -0.47
C3 -0.9974 0.6698 0.2441  -0.44
S1 -2.9257 0.5165 0.4323  0.70
N1 1.1243 -0.1222 1.2625  -0.05
C4 2.0055 0.9583 0.8900  -0.31
N2 1.7911 1.6136 -0.4039  0.02
H1 -0.1839 -1.1792 3.1524  0.08
H2 -1.6068 -0.4897 2.9700  0.06
H3 -0.9877 -1.8155 1.6692  0.04
H4 -0.2572 1.0530 2.2297  0.15
H5 -0.6543 1.6442 -0.1410  0.07
H6 -0.8045 -0.0398 -0.5910  0.05
H7 -3.0800 1.7853 0.3140  -0.21
H8 1.3634 -1.0787 1.2674  0.09
H9 2.0403 1.6207 1.7683  0.10
H10 3.1502 0.8592 0.9059  0.13
H11 2.5508 1.8292 -1.0331  0.07
H12 1.0105 1.3056 -0.9484  -0.01
H13 -1.1027 -2.5296 0.1209  -0.01
H14 -2.3883 -3.2513 0.6553  0.05
O1 -1.6513 -3.3077 0.0304  -0.06
H15 1.3470 -0.6704 -2.1813  0.04
H16 1.5084 -1.5825 -3.4158  0.06
O2 1.2647 -0.6908 -3.1481  -0.05
H17 -0.0071 0.6093 -3.2298  0.00
H18 -0.7944 1.6994 -3.7664  0.04
O3 -0.5234 1.3738 -2.8979  -0.08

=====

> Among the records above, which one has the highest ΔE to the lowest compared entry with this formula, charge and spin?

C4H18N2O3S

=====

> Which of these has the lowest ΔE to the lowest compared entry with this formula, charge and spin?

C35H28N6O10S3Sn

=====

> Look up the frontier orbital gap of the third one.

9.1 eV